The following is a quantum chemistry calculation of the molecule C17H25NO4, from the OMol25 dataset.

Computed properties:
relative energy (zero: lowest compared OMol25 entry of this formula, charge and spin) = 30.10 kcal per mole
charge = 0
SMILES = COC(=O)c1ccc(OC[C@H](O)CN2CCC(C)CC2)cc1
highest occupied orbital energy = -8.50 eV
total energy = -27714.9385 eV
2S+1 = 1
HOMO-LUMO gap = 0.3379 hartree
E_LUMO = 0.691 eV

The geometry in XYZ format:
```
47
Properties=species:S:1:pos:R:3:forces:R:3
C 1.45751 2.30851 -6.83457 0.274 -0.033 -0.305
H 2.49232 2.63705 -6.71445 -0.094 -0.011 -0.047
H 1.43641 1.47591 -7.54130 0.006 0.102 0.033
H 0.83567 3.12670 -7.18924 0.020 -0.038 0.029
O 0.91737 1.91053 -5.58597 -0.209 -0.055 0.345
C 1.55153 0.88984 -4.97617 0.228 -0.012 -0.270
O 2.51778 0.34548 -5.45684 -0.108 0.074 0.034
C 0.93857 0.52638 -3.68571 -0.146 -0.024 0.253
C -0.16768 1.19584 -3.17044 0.252 -0.166 -0.186
C -0.71653 0.82826 -1.95793 -0.233 -0.080 0.325
C -0.16378 -0.22601 -1.23435 0.259 -0.026 -0.401
C 0.95242 -0.89727 -1.74928 -0.192 0.048 0.205
C 1.49524 -0.52560 -2.95528 -0.060 0.194 -0.171
H 2.35543 -1.03727 -3.35924 0.064 -0.052 -0.021
H 1.36806 -1.71096 -1.17556 0.046 -0.098 0.056
O -0.61637 -0.70233 -0.04898 0.323 -0.052 -0.076
C -1.75609 -0.16250 0.57868 -0.413 0.486 0.402
C -1.47278 1.07266 1.45157 0.061 -0.583 0.179
O -1.31106 2.20267 0.62289 0.122 0.252 -0.131
H -0.98744 2.93889 1.15324 -0.015 -0.027 -0.010
C -0.23718 0.82270 2.33014 -0.218 0.125 -0.211
N -0.47710 -0.28498 3.23107 0.096 0.105 0.006
C -1.03366 0.13177 4.50343 -0.319 -0.103 0.091
C -1.50986 -1.08383 5.29172 0.327 0.235 0.112
C -0.35237 -2.05170 5.53162 -0.275 -0.256 -0.131
C -0.81687 -3.30007 6.27402 0.168 0.273 -0.049
H 0.01829 -3.97555 6.44470 0.056 -0.128 0.045
H -1.24714 -3.03491 7.23720 -0.070 -0.034 0.124
H -1.57139 -3.82738 5.69441 -0.108 -0.091 -0.063
C 0.25928 -2.40488 4.17697 0.248 0.322 0.183
C 0.67590 -1.14287 3.42844 0.006 -0.324 -0.103
H 1.06759 -1.41446 2.44595 0.060 0.064 0.032
H 1.47497 -0.62691 3.99345 -0.008 -0.006 -0.058
H 1.12854 -3.05147 4.30913 0.016 -0.074 -0.008
H -0.47932 -2.93926 3.57757 -0.039 -0.089 -0.055
H 0.40773 -1.54444 6.13794 0.007 0.034 -0.028
H -1.93686 -0.75685 6.24169 -0.059 -0.018 0.039
H -2.28909 -1.59072 4.72013 -0.098 -0.042 -0.009
H -1.87811 0.79873 4.31284 0.059 0.053 0.040
H -0.28761 0.68922 5.10271 -0.043 0.017 -0.063
H 0.01901 1.75171 2.87111 0.021 -0.057 -0.035
H 0.59761 0.58301 1.66769 -0.024 0.060 0.054
H -2.35723 1.21421 2.09477 0.086 -0.135 -0.060
H -2.10067 -0.95625 1.24555 -0.032 0.148 -0.120
H -2.53920 0.07555 -0.14763 0.030 -0.060 0.017
H -1.55187 1.38435 -1.56682 -0.030 0.022 0.026
H -0.59732 2.01428 -3.72634 -0.046 0.059 -0.019
```
Positions in Å, forces in eV/Å.